Entry 1:
Here is 2 unconnected molecules or ions with the total composition C4H5ClNS at a distorted geometry from the OMol25 dataset. Energies are from ωB97M-V/def2-TZVPD.

Each atom is followed by the atoms it is bonded to, with distances in Å.
CARTESIAN COORDINATES (ANGSTROEM)
1 C -0.605 -0.990 -0.274  C2 1.387, N5 1.390, H8 1.111
2 C -1.429 -0.739 -1.362  C1 1.387, S6 1.721, H9 1.076
3 C -0.055 1.013 -0.796  N5 1.322, S6 1.640
4 C 0.990 -0.072 1.257  N5 1.420, H10 1.071, H11 1.113, H12 1.073
5 N 0.276 0.039 0.035  C1 1.390, C3 1.322, C4 1.420
6 S -1.108 0.811 -2.037  C2 1.721, C3 1.640
7 Cl 1.529 3.727 -0.403  no bonds
8 H -0.765 -1.884 0.367  C1 1.111
9 H -2.218 -1.358 -1.754  C2 1.076
10 H 1.985 0.314 1.358  C4 1.071
11 H 0.356 0.254 2.111  C4 1.113
12 H 1.045 -1.116 1.497  C4 1.073

The charge is +1. The LUMO energy (spin up / spin down) is -4.667 / -7.484 eV. For the energy relative to the best compared isomer or geometry (same formula, charge and spin), the calculation gives 17.9 kcal per mole. The expectation value of S² is 2.01. As for the spin multiplicity: 3. As for the frontier orbital gap (spin up / spin down): 10.29 / 7.32 eV.



Entry 2:
Here is 2 unconnected molecules or ions with the total composition C6H10N2O3S at a distorted geometry from the OMol25 dataset. Energies are from ωB97M-V/def2-TZVPD.

Each atom is followed by the atoms it is bonded to, with distances in Å.
CARTESIAN COORDINATES (ANGSTROEM)
1 C 0.762 -0.269 1.075  C2 1.437, N7 1.340, H13 1.105
2 C 1.707 -1.168 0.471  C1 1.437, N8 1.318, S12 1.849
3 C -0.223 -1.735 -0.125  C4 1.466, N7 1.377, N8 1.276
4 C -1.378 -2.567 -0.477  C3 1.466, H14 1.088, H15 1.132, H16 1.195
5 C 0.287 2.722 -0.347  C6 1.448, H17 1.116, H18 1.068, H19 1.059
6 C -0.666 1.667 -0.620  C5 1.448, O10 1.211, H20 1.079
7 N -0.464 -0.696 0.746  C1 1.340, C3 1.377, H21 0.989
8 N 1.017 -1.964 -0.321  C2 1.318, C3 1.276
9 O 3.225 0.526 -0.853  S12 1.744, H22 0.942
10 O -1.477 1.438 0.250  C6 1.211
11 O 4.201 -0.552 1.251  S12 1.461
12 S 3.492 -0.950 0.037  C2 1.849, O9 1.744, O11 1.461
13 H 0.865 0.525 1.836  C1 1.105
14 H -1.808 -3.015 0.416  C4 1.088
15 H -2.237 -2.004 -0.953  C4 1.132
16 H -0.989 -3.419 -1.219  C4 1.195
17 H 1.276 2.204 -0.338  C5 1.116
18 H 0.100 3.484 -1.071  C5 1.068
19 H 0.177 3.135 0.622  C5 1.059
20 H -0.461 0.894 -1.343  C6 1.079
21 H -1.306 -0.573 1.252  N7 0.989
22 H 3.968 1.097 -0.749  O9 0.942

The LUMO energy is 0.601 eV. For the energy relative to the best compared isomer or geometry (same formula, charge and spin), the calculation gives 45.7 kcal per mole. As for the spin multiplicity: 1. As for the frontier orbital gap: 9.44 eV.